Entry 1:
58
Properties=species:S:1:pos:R:3 method="wB97M-V/def2-TZVPD" smiles=CC(C)(C)n1nnnc1[C@H](c1cccs1)N(Cc1ccc(Cl)cc1)C[C@H]1CCCO1 homo_energy_ev=-8.569 spin_multiplicity=1
C -1.4138 -3.3345 -1.8343
C -0.5377 -3.9275 -0.7275
C 0.9403 -3.9787 -1.1275
C -1.0170 -5.3425 -0.3999
N -0.6836 -3.1234 0.4789
N -1.1283 -3.6635 1.6163
N -1.1640 -2.7582 2.4981
N -0.7521 -1.6005 2.0072
C -0.4499 -1.8104 0.7438
C 0.0497 -0.7444 -0.1796
C 1.1811 -0.0264 0.5157
C 1.1929 1.0094 1.3935
C 2.4969 1.3684 1.8078
C 3.4596 0.5917 1.2573
S 2.7948 -0.6001 0.2155
N -1.0722 0.0496 -0.6574
C -0.7789 0.8316 -1.8546
C 0.3332 1.8377 -1.6884
C 1.6393 1.5029 -2.0276
C 2.6887 2.3649 -1.7727
C 2.4299 3.5836 -1.1680
Cl 3.7401 4.6500 -0.8036
C 1.1327 3.9601 -0.8639
C 0.0919 3.0899 -1.1348
C -1.8611 0.7383 0.3467
C -3.3670 0.6687 0.0227
C -3.8764 -0.7864 -0.0385
C -4.9284 -0.8607 1.0731
C -4.5558 0.3381 1.9463
O -4.1054 1.3233 1.0391
H -2.4642 -3.4240 -1.5654
H -1.2476 -3.8804 -2.7591
H -1.1994 -2.2837 -2.0039
H 1.0696 -4.6911 -1.9378
H 1.3140 -3.0146 -1.4603
H 1.5451 -4.3041 -0.2837
H -2.0451 -5.3269 -0.0490
H -0.4020 -5.7836 0.3793
H -0.9573 -5.9603 -1.2917
H 0.4783 -1.2223 -1.0668
H 0.3126 1.5133 1.7425
H 2.6998 2.1741 2.4899
H 4.5211 0.6325 1.3971
H -1.7047 1.3346 -2.1375
H -0.5165 0.1274 -2.6523
H 1.8454 0.5507 -2.4953
H 3.6995 2.0907 -2.0304
H 0.9395 4.9235 -0.4189
H -0.9196 3.3982 -0.9159
H -1.5821 1.7929 0.4521
H -1.7027 0.2515 1.3102
H -3.5725 1.2112 -0.9071
H -4.2920 -1.0258 -1.0151
H -3.0515 -1.4673 0.1589
H -4.8935 -1.7968 1.6251
H -5.9292 -0.7248 0.6628
H -5.3955 0.7604 2.4984
H -3.7581 0.0668 2.6517

***

Entry 2:
97
Properties=species:S:1:pos:R:3 method="wB97M-V/def2-TZVPD" homo_energy_ev=-10.572 spin_multiplicity=1
O -3.9399 -4.4765 -3.8843
C -3.6005 -3.3502 -3.7554
O -4.0826 -2.5573 -2.7550
C -2.5332 -2.6715 -4.6697
F -2.6162 -3.2199 -5.8925
F -2.8150 -1.3572 -4.7905
C -1.1223 -2.9467 -4.0549
F -0.7561 -4.1689 -4.4981
F -1.2578 -3.0539 -2.7132
C 0.0007 -1.9514 -4.4982
F -0.2795 -1.5077 -5.7371
F 1.1550 -2.6465 -4.6145
C 0.2158 -0.7075 -3.5884
O 0.4283 0.3349 -4.1028
O 0.2134 -0.8204 -2.2162
S -1.2006 -0.2415 -1.4569
O -2.0461 0.3301 -2.4684
O -0.8415 1.0293 -0.5033
C 0.3364 0.8323 0.3139
C 0.0751 0.0270 1.6141
O 0.9899 -1.0480 1.7378
C 0.5644 -2.2037 1.0498
C 1.0792 -3.4772 1.7502
F 0.1001 -4.0404 2.5034
F 2.0576 -3.1153 2.6199
C 1.7231 -4.5217 0.7833
F 1.9547 -5.6466 1.5154
F 2.9416 -4.0402 0.4579
C 0.8805 -4.7985 -0.4847
F 1.2297 -3.9388 -1.4797
F -0.4398 -4.6101 -0.2534
C 1.0359 -6.2420 -1.0746
F 2.0513 -6.2862 -1.9527
F -0.1177 -6.4799 -1.7779
H -5.0406 -2.4811 -2.8664
H 1.1929 0.4055 -0.2192
H 0.6476 1.8351 0.6253
H 0.2601 0.6874 2.4707
H -0.9828 -0.2625 1.6660
H -0.5359 -2.2588 1.0770
H 0.8485 -2.1392 -0.0100
H 1.0809 -7.0174 -0.3110
C -3.3354 2.6071 5.7147
C -2.2403 1.8603 6.4451
O -1.7864 0.8792 5.5019
S -1.9145 1.4643 4.0202
O -0.6477 1.9693 3.6174
O -2.6371 0.5362 3.2308
O -2.8668 2.7067 4.3618
H -4.2701 2.0435 5.7117
H -3.5117 3.5961 6.1291
H -2.5943 1.3817 7.3537
H -1.4004 2.5161 6.6840
C 3.2105 -10.4844 3.3586
C 2.1425 -9.5347 3.8565
O 2.3872 -8.3154 3.1459
S 2.9683 -8.6527 1.6905
O 1.8988 -8.6208 0.7567
O 4.1610 -7.9166 1.5001
O 3.3382 -10.1890 1.9628
H 4.1720 -10.2910 3.8385
H 2.9385 -11.5269 3.5021
H 2.1962 -9.3689 4.9289
H 1.1426 -9.8871 3.5933
C -2.0276 3.7408 -3.4758
C -2.8655 3.3325 -4.6660
O -3.8498 4.3658 -4.7766
S -3.2077 5.7608 -4.2885
O -2.7788 6.4907 -5.4279
O -4.0745 6.3233 -3.3171
O -1.9169 5.1604 -3.5579
H -2.5258 3.4928 -2.5347
H -1.0399 3.2861 -3.4934
H -3.3368 2.3620 -4.5343
H -2.2731 3.3257 -5.5841
C -0.1453 6.0034 1.4886
C -1.5008 5.3293 1.4729
O -2.3119 6.1670 0.6430
S -1.4031 6.8328 -0.5055
O -1.5311 6.0590 -1.6965
O -1.6073 8.2331 -0.4833
O 0.0319 6.5010 0.1566
H -0.1298 6.8521 2.1755
H 0.6572 5.3159 1.7469
H -1.9344 5.2408 2.4656
H -1.4486 4.3401 1.0100
C 3.3803 6.5170 -0.1229
C 4.6996 6.4437 -0.8597
O 5.6046 7.2066 -0.0524
S 5.1983 7.0597 1.4938
O 6.0074 6.0583 2.0875
O 5.0738 8.3567 2.0488
O 3.7300 6.4458 1.2653
H 2.8785 7.4699 -0.3007
H 2.7103 5.7027 -0.3868
H 4.6407 6.8552 -1.8634
H 5.0718 5.4177 -0.9097

***

Entry 3:
58
Properties=species:S:1:pos:R:3 method="wB97M-V/def2-TZVPD" homo_energy_ev=-11.229 total_charge=+1 e_above_lowest_kj_mol=0.0 spin_multiplicity=1
Pb 0.2963 0.3484 -1.2327
C -0.4827 3.6867 0.5444
C 0.4858 2.5498 0.7596
C 0.0505 1.3672 1.3848
C -1.3404 1.2933 1.9660
C 0.9433 0.2799 1.5106
C 0.4814 -1.0078 2.1477
C 2.2868 0.4201 1.0982
C 3.2606 -0.7069 1.3426
C 2.7241 1.6206 0.5160
C 4.1382 1.7373 0.0052
C 1.8339 2.6909 0.3746
C 2.3072 4.0171 -0.1628
H -0.4698 4.3802 1.3893
H -1.5042 3.3276 0.4350
H -0.2341 4.2585 -0.3472
H -1.6438 2.2642 2.3514
H -1.3857 0.5917 2.7943
H -2.0870 0.9868 1.2279
H 0.6630 -0.9979 3.2260
H 1.0085 -1.8648 1.7358
H -0.5840 -1.1691 1.9969
H 2.9977 -1.2683 2.2360
H 4.2681 -0.3272 1.4868
H 3.2949 -1.4105 0.5051
H 4.8081 2.1375 0.7703
H 4.1937 2.3956 -0.8583
H 4.5302 0.7714 -0.3033
H 1.8104 4.8407 0.3462
H 2.0996 4.1198 -1.2315
H 3.3757 4.1463 -0.0209
C -4.0391 -1.4434 -3.1110
Ge -3.0879 -0.0792 -2.1028
C -4.2008 0.8577 -0.8017
C -2.2331 1.2192 -3.3085
C -1.6122 -0.8751 -1.0374
H -4.9469 -1.0201 -3.5407
H -4.3175 -2.2754 -2.4651
H -3.4226 -1.8277 -3.9232
H -5.1219 1.2120 -1.2637
H -3.6773 1.7238 -0.3938
H -4.4686 0.1924 0.0195
H -2.9581 1.5983 -4.0293
H -1.4188 0.7738 -3.8869
H -1.8512 2.0866 -2.7608
H -1.9630 -1.1743 -0.0517
F 1.8226 -5.3211 2.3737
C 1.2328 -4.6300 1.4143
C -0.1454 -4.4799 1.4122
F -0.8765 -5.0367 2.3675
C -0.7507 -3.7463 0.4076
F -2.0775 -3.6289 0.4177
C -0.0141 -3.1368 -0.5988
S -0.8100 -2.2582 -1.9100
C 1.3681 -3.3023 -0.5737
F 2.1329 -2.7114 -1.4945
C 1.9942 -4.0381 0.4165
F 3.3162 -4.1580 0.4304

***

Entry 4:
57
Properties=species:S:1:pos:R:3 method="wB97M-V/def2-TZVPD" smiles="CC(C)Cc1cc(CNC(=O)[C@H]2CCC(=O)N(CCc3cccc(F)c3)C2)on1" homo_energy_ev=-9.361 e_above_lowest_kj_mol=23.4 spin_multiplicity=1
C -5.8787 -1.3272 -0.3728
C -4.6715 -1.8067 0.4272
C -4.9609 -3.1562 1.0777
C -3.4344 -1.9171 -0.4795
C -3.0184 -0.5903 -0.9998
C -2.4474 0.4805 -0.2591
C -2.2594 1.4600 -1.1916
C -1.6775 2.8325 -1.0986
N -0.4640 2.8321 -0.3105
C 0.7383 3.1426 -0.8453
O 0.8701 3.5443 -1.9809
C 1.9497 2.9364 0.0687
C 1.6905 3.1683 1.5629
C 1.5422 1.8452 2.3300
C 0.8740 0.7542 1.5163
O -0.0682 0.0972 1.9236
N 1.4309 0.5730 0.2995
C 0.9590 -0.4893 -0.5616
C 1.6394 -1.8283 -0.2274
C 3.1322 -1.6823 -0.2362
C 3.8255 -1.4613 0.9482
C 5.1963 -1.2696 0.9444
C 5.9031 -1.2936 -0.2453
C 5.2036 -1.5161 -1.4173
F 5.8783 -1.5452 -2.5856
C 3.8353 -1.7075 -1.4337
C 2.4439 1.4947 -0.1513
O -2.6838 1.0171 -2.3873
N -3.1523 -0.2471 -2.2535
H -6.7443 -1.2116 0.2756
H -5.6731 -0.3709 -0.8476
H -6.1236 -2.0455 -1.1519
H -4.4564 -1.0768 1.2157
H -5.8349 -3.0869 1.7212
H -5.1542 -3.9096 0.3170
H -4.1168 -3.4834 1.6807
H -2.6080 -2.3404 0.0968
H -3.6536 -2.5725 -1.3230
H -2.2057 0.4860 0.7834
H -1.4217 3.1912 -2.0991
H -2.4075 3.5174 -0.6484
H -0.5238 2.4054 0.5999
H 2.7188 3.6195 -0.3007
H 2.5244 3.7253 1.9932
H 0.7984 3.7823 1.6968
H 0.9749 1.9894 3.2500
H 2.5321 1.4708 2.6037
H 1.1502 -0.2084 -1.5987
H -0.1189 -0.5964 -0.4131
H 1.3026 -2.1449 0.7604
H 1.3196 -2.5685 -0.9617
H 3.2828 -1.4441 1.8822
H 5.7209 -1.1026 1.8732
H 6.9711 -1.1496 -0.2742
H 3.3321 -1.8798 -2.3726
H 2.6346 1.3240 -1.2117
H 3.3844 1.3405 0.3919

***

Entry 5:
57
Properties=species:S:1:pos:R:3 method="wB97M-V/def2-TZVPD" homo_energy_ev=-5.428 e_above_lowest_kj_mol=326.1 spin_multiplicity=1
C 2.0711 -2.0513 11.7736
C 2.1572 -0.7694 12.5381
N 2.0325 0.4357 11.9466
F 1.8210 0.4941 10.4365
C 2.1018 1.6069 12.6150
C 1.9494 2.9142 11.9165
C 2.3164 1.5782 13.9870
C 2.4502 0.3568 14.6602
C 2.6753 0.3233 16.1300
C 2.3669 -0.8198 13.9083
H 2.2177 -2.8437 12.5160
H 1.0934 -2.2245 11.2956
H 2.8521 -2.1702 11.0062
H 2.0430 3.6799 12.6931
H 2.7247 3.1107 11.1580
H 0.9700 3.0513 11.4283
H 2.3723 2.5370 14.4994
H 2.7510 -0.7051 16.4867
H 3.5951 0.8437 16.4112
H 1.8588 0.8056 16.6740
H 2.4616 -1.8084 14.3594
C -1.2125 4.2085 8.9133
C -1.2814 2.8839 8.2044
O -0.0170 2.1999 8.3692
C 0.0754 1.0989 7.5946
C 1.3961 0.4085 7.6088
C 2.5638 1.3021 7.4507
O 3.6251 1.0433 6.8555
O 2.3940 2.5523 7.9326
C 3.5913 3.3137 7.7167
C 3.4391 4.6982 8.2906
C 1.4137 -0.9076 7.0159
C 2.5523 -1.4281 6.3297
C 2.6066 -2.6915 5.7570
C 1.5309 -3.5894 5.9434
O 1.7332 -4.9238 5.7199
C 0.6668 -5.7819 6.2247
C 0.3099 -3.0611 6.4473
C 0.2678 -1.7624 6.9580
O -0.8692 0.7847 6.8574
H -2.2143 4.6333 9.0316
H -0.7605 4.0942 9.9019
H -0.6198 4.9245 8.3359
H -2.0853 2.2558 8.6298
H -1.4881 3.0205 7.1277
H 4.4261 2.8001 8.2139
H 3.7961 3.3567 6.6292
H 4.4211 5.1976 8.2899
H 2.7841 5.3252 7.6852
H 3.0659 4.6936 9.3283
H 3.3677 -0.7429 6.1826
H 3.4931 -3.0317 5.2261
H 1.0374 -6.8003 6.0935
H 0.4610 -5.5801 7.2887
H -0.2502 -5.6284 5.6380
H -0.5823 -3.6997 6.4481
H -0.7094 -1.3866 7.2386

***

Entry 6:
64
Properties=species:S:1:pos:R:3 method="wB97M-V/def2-TZVPD" homo_energy_ev="-0.998 / -1.110" total_charge=-2 e_above_lowest_kj_mol=141.5 s_squared=3.77 spin_multiplicity=4
V 0.0188 0.4065 0.7972
I -1.2992 -6.5571 4.0944
C -1.3481 -4.6494 3.2408
C -2.4701 -4.2355 2.5352
C -2.4793 -2.9801 1.9620
I -4.1208 -2.3642 0.8424
C -1.3797 -2.0731 2.0415
O -1.4019 -0.9495 1.4424
C -0.2474 -2.5474 2.7785
C 0.9456 -1.6556 3.0028
N 1.4748 -1.0117 1.7919
C 2.0898 -1.9077 0.8165
C 1.0367 -2.4641 -0.1083
C 0.9001 -3.8171 -0.3705
C -0.1122 -4.2241 -1.2280
C -0.9224 -3.2657 -1.8093
C -0.7048 -1.9265 -1.5088
N 0.2429 -1.5417 -0.6561
C -0.2507 -3.8059 3.3535
H -3.3271 -4.8858 2.4194
H 1.7326 -2.2707 3.4645
H 0.6832 -0.8453 3.6879
H 2.1415 -0.3033 2.0758
H 2.6629 -2.7141 1.2929
H 2.7662 -1.2998 0.2103
H 1.5475 -4.5305 0.1243
H -0.2698 -5.2771 -1.4305
H -1.7253 -3.5285 -2.4848
H -1.2920 -1.1343 -1.9644
H 0.6306 -4.1364 3.8932
O -2.7013 0.4034 -2.3774
C -2.7839 1.6764 -2.9903
C -1.4627 2.4597 -3.1063
C -1.8514 3.8884 -3.5227
O -2.5504 3.9714 -4.7742
C -0.6719 2.5934 -1.7893
Se -1.5627 2.3368 -0.0516
C -0.5449 1.8808 -4.2210
Se 0.6200 0.3195 -3.8533
H -2.5499 0.6059 -1.4346
H -3.4984 2.2982 -2.4365
H -3.1950 1.5184 -3.9908
H -0.9410 4.4995 -3.5704
H -2.5153 4.3266 -2.7726
H -2.0617 3.4081 -5.3827
H -0.1551 3.5577 -1.7785
H 0.1110 1.8508 -1.8357
H 0.1033 2.6888 -4.5786
H -1.1752 1.5801 -5.0663
C 3.5171 2.9337 0.8840
C 2.2192 2.2051 1.0732
N 1.7026 1.4385 0.1677
O 2.5040 1.2592 -0.9604
C 1.5403 2.2909 2.3476
C 2.0636 3.1280 3.4718
N 0.4621 1.5238 2.4787
O -0.1475 1.4607 3.6047
H 3.8899 2.8020 -0.1262
H 4.2634 2.5761 1.5984
H 3.3751 3.9986 1.0831
H 1.9095 0.9843 -1.7099
H 2.1582 4.1818 3.1895
H 3.0479 2.8003 3.8273
H 1.3585 3.0486 4.2968

***

Entry 7:
56
Properties=species:S:1:pos:R:3 method="wB97M-V/def2-TZVPD" smiles=c1cc[nH]c1.c1cc[nH]c1.c1cc[nH]c1.c1cc[nH]c1.c1cc[nH]c1.CC#N homo_energy_ev=-7.828 e_above_lowest_kj_mol=461.8 spin_multiplicity=1
C -25.8615 -11.5958 5.9527
C -26.6992 -10.4539 6.0849
C -26.9224 -9.9844 4.8209
N -26.1691 -10.7311 3.9526
C -25.4981 -11.7083 4.6413
H -25.4482 -12.1989 6.7469
H -27.1181 -10.1019 7.0126
H -27.4980 -9.1850 4.3853
H -26.1833 -10.5789 2.9602
H -24.9130 -12.4555 4.1348
C -26.1710 -13.0264 11.3637
C -26.3967 -14.0947 10.4521
C -26.8454 -13.5564 9.2778
N -26.8129 -12.1903 9.4104
C -26.4615 -11.8682 10.6994
H -25.7004 -13.1471 12.3248
H -26.2021 -15.1413 10.6259
H -27.0369 -13.9956 8.3127
H -26.9734 -11.5207 8.6795
H -26.3657 -10.8185 10.9232
C -19.4442 -12.2281 5.3142
C -18.3847 -11.3247 5.6147
C -18.3410 -10.3824 4.6257
N -19.1894 -10.8093 3.6302
C -19.9461 -11.8436 4.0939
H -19.8450 -13.0234 5.9189
H -17.7523 -11.3414 6.4875
H -17.7399 -9.4974 4.5149
H -19.3134 -10.3776 2.7327
H -20.7434 -12.2920 3.5258
C -25.8710 -15.9138 14.2117
C -27.0346 -16.5020 13.6293
C -26.6055 -17.2882 12.5954
N -25.2339 -17.2457 12.5411
C -24.8075 -16.3253 13.4527
H -25.8166 -15.1971 15.0141
H -28.0781 -16.2821 13.7862
H -27.1288 -17.9477 11.9227
H -24.6798 -17.6999 11.8249
H -23.7677 -16.0853 13.6125
C -21.4114 -14.5925 10.0145
C -21.3077 -13.7372 8.8871
C -22.5381 -13.2021 8.6193
N -23.3989 -13.7047 9.5620
C -22.7323 -14.5285 10.4070
H -20.6409 -15.1735 10.4916
H -20.4184 -13.5569 8.3025
H -22.9072 -12.5557 7.8422
H -24.3889 -13.5099 9.6371
H -23.2889 -15.0908 11.1412
C -22.1131 -17.5541 8.5400
C -23.2640 -17.8975 9.3800
N -24.1771 -18.1202 10.0388
H -22.2696 -18.0308 7.5761
H -21.1951 -17.8190 9.0536
H -22.1818 -16.4672 8.4575